{"formula": "C20H23NO6", "method": "ωB97M-V/def2-TZVPD", "lumo_ev": 0.273, "smiles": "CCO[C@H]1OC(C(N)=O)=C[C@@H](c2coc3ccccc3c2=O)[C@@H]1CCCO", "spin_multiplicity": 1, "de_lowest_kcal_mol": 45.7, "max_force_ev_per_a": 0.92, "species": ["C", "C", "H", "O", "C", "C", "C", "C", "H", "H", "C", "O", "H", "H", "H", "H", "H", "H", "C", "C", "C", "O", "C", "O", "N", "H", "H", "H", "C", "C", "O", "C", "C", "C", "C", "C", "C", "C", "O", "H", "H", "H", "H", "H", "H", "H", "H", "H", "H", "H"], "xyz": [[-1.450234, -2.172306, -2.728012], [-0.690382, -0.852514, -2.644192], [-1.246978, -0.061816, -3.167984], [-0.406180, -0.433578, -1.320707], [-1.451127, 0.162278, -0.615557], [-0.842181, 0.907337, 0.579121], [-1.887090, 1.705003, 1.367673], [-2.659025, 2.753516, 0.566663], [-3.278221, 2.278921, -0.196531], [-3.336104, 3.269818, 1.254919], [-1.756814, 3.797104, -0.096714], [-2.496883, 4.805561, -0.745289], [-3.050158, 5.251467, -0.094055], [-1.081661, 4.232431, 0.653431], [-1.150341, 3.341841, -0.881748], [-1.361319, 2.210100, 2.180799], [-2.603818, 1.010158, 1.812279], [-0.082697, 1.587353, 0.191520], [-0.162576, -0.124391, 1.505526], [-1.040339, -1.321113, 1.659185], [-2.072646, -1.567526, 0.852527], [-2.431996, -0.772876, -0.209762], [-2.950948, -2.756642, 1.063868], [-2.708300, -3.607056, 1.894752], [-4.025673, -2.800232, 0.247223], [-4.205098, -2.045758, -0.391153], [-4.685979, -3.552728, 0.340668], [-0.840215, -2.018176, 2.456623], [1.218484, -0.476180, 1.008434], [1.526027, -1.678274, 0.489513], [2.727129, -2.040769, 0.025855], [3.732039, -1.132158, 0.063576], [4.977612, -1.522490, -0.432480], [6.029528, -0.634383, -0.409049], [5.861051, 0.649501, 0.105360], [4.635564, 1.037115, 0.594339], [3.551286, 0.154428, 0.582076], [2.240875, 0.566803, 1.107183], [2.031741, 1.672159, 1.584566], [4.471775, 2.023798, 1.000417], [6.693858, 1.335703, 0.118848], [6.992210, -0.937579, -0.792115], [5.089169, -2.520750, -0.825493], [0.804984, -2.478840, 0.400662], [-0.020183, 0.353080, 2.483033], [-2.002302, 0.850746, -1.277287], [0.293479, -0.958340, -3.109344], [-0.931971, -2.936521, -2.154063], [-2.456568, -2.064187, -2.333097], [-1.510791, -2.489015, -3.766006]], "atomic_forces_ev_per_a": [[0.11, 0.34, 0.11], [-0.10, -0.17, -0.25], [0.11, -0.03, 0.02], [-0.20, -0.01, 0.23], [0.28, 0.85, -0.22], [-0.16, -0.17, 0.01], [-0.05, 0.00, -0.23], [0.28, 0.07, -0.05], [-0.08, 0.05, -0.02], [-0.05, 0.01, -0.05], [-0.07, -0.34, 0.29], [-0.28, 0.33, -0.15], [0.06, -0.04, -0.06], [0.04, -0.10, -0.07], [0.07, 0.01, 0.09], [0.02, -0.06, 0.08], [0.04, 0.01, 0.10], [-0.04, -0.05, -0.02], [0.12, 0.13, -0.34], [-0.30, 0.00, -0.17], [0.55, 0.19, 0.31], [-0.22, -0.29, 0.27], [-0.13, -0.11, -0.07], [0.11, -0.06, 0.16], [-0.26, 0.06, -0.24], [-0.02, -0.04, -0.01], [0.07, 0.02, 0.05], [-0.10, -0.18, 0.06], [0.16, -0.12, 0.19], [-0.36, 0.41, 0.43], [0.21, -0.23, -0.20], [0.47, 0.68, 0.12], [-0.22, -0.13, 0.02], [-0.13, -0.09, 0.00], [-0.01, 0.15, 0.06], [0.01, -0.09, -0.04], [0.11, -0.23, -0.12], [-0.02, -0.33, -0.05], [-0.06, 0.00, -0.01], [-0.02, 0.08, 0.03], [0.06, 0.07, 0.01], [0.07, -0.05, -0.04], [0.02, -0.11, -0.04], [0.02, -0.01, -0.04], [-0.06, -0.03, -0.08], [0.10, -0.17, 0.11], [-0.14, 0.06, -0.05], [0.03, -0.12, 0.04], [-0.05, -0.07, -0.02], [0.00, -0.07, -0.12]]}

***

{"formula": "C20H24BF4InNOP2", "method": "ωB97M-V/def2-TZVPD", "lumo_ev": -4.469, "spin_multiplicity": 1, "total_charge": 1, "max_force_ev_per_a": 2.78, "species": ["C", "C", "C", "C", "C", "C", "C", "C", "C", "C", "C", "C", "C", "H", "H", "H", "H", "H", "H", "H", "N", "In", "C", "H", "H", "C", "H", "H", "P", "P", "C", "H", "H", "H", "C", "H", "H", "H", "C", "H", "H", "H", "C", "H", "H", "H", "C", "O", "H", "F", "B", "F", "F", "F"], "xyz": [[0.502312, -2.920372, -4.396577], [0.508400, -1.661920, -3.810534], [-0.743615, -1.055319, -3.422902], [-1.948417, -1.751347, -3.595006], [-1.907420, -2.978688, -4.248020], [-0.706281, -3.571385, -4.607531], [-3.267092, -1.157021, -3.199255], [-3.126865, 0.339013, -3.042784], [-1.857747, 0.960029, -2.901160], [-1.787565, 2.395012, -2.775598], [-2.953667, 3.164028, -2.787458], [-4.170939, 2.534418, -2.962364], [-4.246233, 1.144838, -3.133799], [1.432481, -3.451799, -4.559786], [-2.857854, -3.443815, -4.417029], [-0.733365, -4.572445, -5.035869], [-4.100068, -1.438526, -3.901597], [-2.882721, 4.220016, -2.535533], [-5.080632, 3.118239, -2.935329], [-5.197056, 0.658470, -3.315487], [-0.717183, 0.195282, -2.857865], [0.284438, 0.241373, -0.161219], [1.826992, -1.056295, -3.374413], [1.943233, -0.009923, -3.718436], [2.688538, -1.643798, -3.727024], [-0.479421, 3.044361, -2.410144], [0.364359, 2.754831, -3.056961], [-0.527575, 4.139870, -2.387904], [1.919994, -1.048109, -1.549776], [0.003905, 2.601343, -0.727166], [-1.099908, 3.411829, 0.443316], [-1.003934, 2.987270, 1.448813], [-0.836962, 4.475489, 0.469624], [-2.140926, 3.299390, 0.131536], [1.701058, 3.064907, -0.343139], [1.708917, 4.152100, -0.196707], [2.043907, 2.552369, 0.573137], [2.362387, 2.768557, -1.167175], [2.016073, -2.773557, -0.996246], [2.985230, -3.198190, -1.279780], [1.894528, -2.817360, 0.094470], [1.202423, -3.361435, -1.450164], [3.475141, -0.264501, -1.060804], [3.512408, -0.193470, 0.037048], [4.308175, -0.875478, -1.428262], [3.529703, 0.760801, -1.474221], [-2.309158, 0.181766, 1.194451], [-2.955823, 0.051705, 2.125672], [-3.680184, -1.634196, -2.290941], [1.927145, 0.341464, 1.610979], [0.823903, -0.131160, 2.442396], [-0.115787, 0.920149, 2.480091], [0.233086, -1.223540, 1.630592], [1.242975, -0.601267, 3.627792]], "atomic_forces_ev_per_a": [[-0.36, -0.06, 0.66], [-0.73, -0.10, 0.59], [0.48, -0.33, 0.06], [0.32, -0.60, -1.12], [0.41, 0.46, 0.42], [-0.33, -0.57, -0.39], [-0.56, -0.11, 0.13], [-0.30, 0.72, -0.62], [-0.51, 0.05, 0.13], [-0.20, -0.95, 0.45], [0.37, -0.63, 0.51], [-0.50, -0.15, -0.13], [0.17, 0.49, 0.21], [0.04, 0.12, -0.27], [-0.22, -0.54, -0.20], [0.14, 0.27, -0.01], [0.98, 0.52, 0.10], [-0.14, -0.06, -0.33], [-0.03, 0.00, -0.13], [-0.13, 0.17, 0.08], [1.41, 1.06, 1.56], [-1.09, -0.85, -1.82], [-0.50, 0.70, -0.11], [-0.04, -0.41, 0.18], [-0.24, 0.11, 0.10], [0.55, -0.20, -0.32], [-0.29, -0.02, 0.07], [-0.16, -0.08, -0.16], [0.39, -0.56, 0.17], [-0.39, -0.23, 0.76], [0.02, 0.27, 0.22], [0.16, 0.10, -0.21], [-0.16, -0.09, 0.06], [0.12, -0.01, -0.16], [0.24, 0.45, 0.17], [0.41, -0.18, -0.06], [-0.19, 0.38, -0.29], [-0.15, 0.24, 0.13], [-0.22, -0.12, 0.11], [-0.17, 0.03, 0.02], [0.13, 0.01, -0.26], [0.28, 0.26, 0.05], [0.23, 0.25, 0.10], [0.12, -0.10, -0.40], [-0.03, 0.28, 0.06], [0.08, -0.57, 0.10], [-1.39, -0.46, 2.12], [1.42, 0.34, -2.37], [0.55, 0.27, 0.23], [-0.68, -0.08, -0.21], [0.46, -0.30, 1.23], [0.45, -0.46, -0.34], [0.02, 0.99, -0.47], [-0.20, 0.25, -0.40]]}

***

{"formula": "C20H24BrHgN2O8S", "method": "ωB97M-V/def2-TZVPD", "lumo_ev": [0.480, -1.996], "spin_multiplicity": 2, "de_lowest_kcal_mol": 4.2, "max_force_ev_per_a": 0.69, "species": ["Hg", "C", "C", "O", "C", "C", "O", "C", "C", "O", "C", "C", "O", "H", "H", "H", "H", "H", "H", "H", "H", "H", "H", "H", "H", "H", "H", "H", "H", "O", "C", "C", "C", "N", "C", "Br", "C", "H", "H", "H", "H", "O", "S", "O", "N", "C", "O", "C", "C", "C", "C", "C", "C", "H", "H", "H", "H"], "xyz": [[-0.544636, -0.260820, 0.353800], [1.089094, 1.118941, 2.926051], [1.746353, 2.014900, 1.913083], [1.557458, 1.390151, 0.667561], [1.951603, 2.158871, -0.462661], [1.085456, 3.375376, -0.725442], [-0.280602, 3.026213, -0.659001], [-1.062931, 3.857023, 0.165451], [-2.403152, 3.199651, 0.332907], [-2.315466, 1.923310, 0.928513], [-2.462260, 1.842766, 2.330984], [-1.156688, 1.935979, 3.085913], [-0.285949, 0.938730, 2.597964], [1.211033, 1.535148, 3.930702], [1.538894, 0.130258, 2.878736], [2.811859, 2.135802, 2.133688], [1.282580, 3.005186, 1.927556], [1.884219, 1.482031, -1.307803], [2.989666, 2.489695, -0.346497], [1.319368, 3.743329, -1.728683], [1.310643, 4.180416, -0.019124], [-1.208284, 4.844396, -0.288265], [-0.582141, 3.999613, 1.138406], [-2.839734, 3.045533, -0.655148], [-3.056339, 3.863622, 0.909659], [-2.899832, 0.865175, 2.524482], [-3.145416, 2.620616, 2.688111], [-1.363128, 1.758889, 4.145678], [-0.712862, 2.934778, 2.994119], [-3.844899, -0.032669, -4.102064], [-2.601090, 0.193444, -3.625142], [-1.536633, 0.584265, -4.440629], [-0.298722, 0.776838, -3.863634], [-0.132867, 0.605166, -2.544170], [-1.120420, 0.263162, -1.831114], [-2.634775, -1.334796, 1.178153], [-2.405105, 0.027147, -2.262718], [-3.846841, 0.009720, -5.061332], [-1.675661, 0.727899, -5.505986], [0.570221, 1.060400, -4.445524], [-3.213519, -0.284880, -1.613943], [-0.552934, -3.584966, -1.887047], [0.797073, -3.271822, -1.515192], [1.741492, -3.022933, -2.568258], [0.809911, -2.050121, -0.412869], [1.281537, -2.454555, 0.791302], [1.271867, -1.719831, 1.790379], [1.730588, -3.877694, 0.795964], [2.286282, -4.579892, 1.846951], [2.602256, -5.917314, 1.639396], [2.354935, -6.525228, 0.408432], [1.784573, -5.816799, -0.640775], [1.479727, -4.489241, -0.417486], [2.453981, -4.086275, 2.795706], [3.042738, -6.496842, 2.441539], [2.611127, -7.567751, 0.266291], [1.586351, -6.290015, -1.596967]], "atomic_forces_ev_per_a": [[0.39, -0.01, -0.15], [0.02, -0.07, 0.21], [-0.14, 0.07, 0.03], [0.02, 0.07, -0.60], [0.10, -0.20, 0.07], [-0.11, 0.08, 0.10], [0.06, 0.00, 0.03], [0.10, 0.05, -0.08], [-0.10, -0.10, 0.06], [-0.04, 0.07, -0.09], [-0.18, 0.07, 0.07], [-0.04, 0.21, 0.00], [0.27, -0.08, 0.15], [-0.12, -0.04, 0.03], [-0.03, 0.00, 0.06], [0.07, -0.03, 0.00], [-0.01, 0.12, -0.03], [0.02, -0.13, -0.03], [0.07, -0.05, -0.03], [0.07, 0.07, -0.02], [-0.03, 0.03, 0.03], [0.03, 0.09, -0.04], [0.06, 0.04, 0.03], [-0.06, 0.01, -0.01], [-0.08, -0.04, 0.01], [-0.05, 0.07, 0.02], [-0.01, 0.01, 0.05], [0.03, 0.01, 0.11], [0.06, -0.06, -0.04], [0.03, 0.00, 0.11], [-0.09, 0.02, -0.01], [0.18, 0.04, -0.06], [-0.05, -0.01, -0.08], [0.42, 0.10, -0.21], [-0.10, -0.02, -0.05], [-0.48, -0.47, 0.12], [-0.43, -0.10, 0.31], [0.00, 0.03, -0.16], [0.03, -0.03, 0.04], [-0.06, -0.01, 0.03], [0.12, -0.01, 0.02], [-0.04, -0.08, -0.02], [-0.01, 0.31, 0.03], [0.03, 0.04, -0.09], [0.32, -0.28, 0.48], [-0.22, 0.44, -0.05], [-0.02, -0.29, -0.39], [-0.07, 0.05, -0.05], [0.03, -0.10, 0.03], [0.00, 0.01, -0.03], [0.04, -0.01, 0.11], [-0.06, 0.00, -0.21], [0.04, 0.06, 0.15], [0.02, -0.03, -0.02], [-0.02, 0.01, -0.04], [-0.02, 0.02, 0.02], [0.02, 0.07, 0.10]]}

***

{"formula": "C20H24BrIrN3O6", "method": "ωB97M-V/def2-TZVPD", "lumo_ev": -7.894, "spin_multiplicity": 2, "de_lowest_kcal_mol": 0.0, "total_charge": 2, "max_force_ev_per_a": 0.53, "species": ["Ir", "O", "C", "C", "C", "C", "C", "C", "C", "O", "N", "N", "C", "C", "Br", "C", "C", "C", "C", "C", "C", "C", "H", "H", "H", "H", "H", "H", "H", "H", "H", "H", "H", "H", "H", "H", "C", "O", "C", "C", "O", "C", "H", "H", "H", "H", "H", "H", "H", "H", "H", "H", "O", "N", "O"], "xyz": [[-0.930017, -1.180408, -0.588385], [3.959758, 0.864113, -0.481077], [4.003340, -0.319324, 0.213844], [5.038398, -0.645606, 1.073686], [5.017448, -1.863566, 1.735263], [3.969927, -2.751944, 1.540037], [2.938637, -2.414529, 0.676814], [2.938054, -1.195006, 0.013766], [1.869127, -0.801935, -0.981417], [0.825567, -1.752612, -1.054105], [1.290290, 0.504277, -0.646113], [-0.052986, 0.598775, -0.637151], [-0.685429, 1.722687, -0.590647], [-2.123304, 1.842267, -0.582358], [-3.088096, 0.158059, -0.596248], [-2.866362, 2.959058, -0.516810], [-2.434366, 4.341356, -0.666137], [-3.212048, 5.326554, -0.047819], [-2.851173, 6.659085, -0.131587], [-1.730156, 7.025961, -0.863306], [-0.978762, 6.061385, -1.525779], [-1.325814, 4.727114, -1.430692], [4.799642, 1.331712, -0.403092], [5.860216, 0.045541, 1.219410], [5.830535, -2.120342, 2.400333], [3.966851, -3.708516, 2.043736], [2.133993, -3.114069, 0.496044], [2.312913, -0.745516, -1.982421], [1.864329, 1.336131, -0.649280], [-0.108651, 2.638432, -0.525104], [-3.926213, 2.829299, -0.317386], [-4.094260, 5.039901, 0.511451], [-3.449961, 7.412661, 0.360623], [-1.456175, 8.069205, -0.943363], [-0.138962, 6.358241, -2.138937], [-0.784238, 3.998999, -2.020938], [-0.052965, -1.560722, 2.169094], [-1.276936, -1.294821, 1.401866], [-2.343770, -2.260378, 1.701423], [-2.168612, -3.473569, 0.823483], [-2.137182, -2.946820, -0.519845], [-2.378282, -3.903219, -1.587319], [-0.312136, -1.453882, 3.219842], [0.674522, -0.811048, 1.874394], [0.318156, -2.557975, 1.946018], [-3.275189, -1.745436, 1.485788], [-2.299878, -2.497150, 2.762788], [-3.014605, -4.152796, 0.935561], [-1.242164, -4.016797, 1.018513], [-3.382550, -4.301207, -1.454123], [-1.633804, -4.691526, -1.557986], [-2.316954, -3.348606, -2.518912], [2.554947, -4.884410, -1.430694], [1.393482, -4.737084, -1.516653], [0.511858, -4.599975, -0.718090]], "atomic_forces_ev_per_a": [[-0.02, 0.43, 0.07], [0.00, 0.00, -0.01], [0.00, -0.01, 0.00], [-0.01, 0.01, -0.01], [0.00, -0.01, 0.01], [0.00, 0.01, 0.00], [-0.02, 0.02, 0.00], [0.01, 0.03, 0.02], [0.00, 0.06, -0.02], [-0.17, -0.25, -0.44], [0.02, -0.18, 0.43], [-0.08, 0.01, -0.03], [-0.07, -0.01, -0.10], [0.19, -0.02, 0.18], [0.02, 0.08, -0.06], [-0.03, -0.01, -0.05], [0.02, -0.02, 0.06], [0.02, -0.01, 0.06], [0.01, -0.01, 0.00], [0.00, 0.00, 0.00], [-0.01, 0.01, 0.00], [-0.04, -0.01, -0.04], [0.00, 0.00, 0.01], [0.00, 0.00, 0.00], [0.00, 0.00, 0.00], [0.00, 0.00, 0.00], [-0.01, 0.00, 0.01], [-0.05, -0.03, -0.02], [0.00, 0.01, -0.10], [-0.01, 0.02, -0.06], [-0.02, 0.00, -0.12], [0.00, 0.00, 0.00], [0.00, 0.00, 0.00], [0.00, 0.00, 0.00], [0.00, 0.00, 0.00], [0.01, -0.01, 0.00], [-0.01, 0.13, 0.06], [-0.23, -0.07, 0.19], [0.03, -0.12, 0.01], [0.03, 0.06, -0.10], [0.32, -0.05, 0.06], [-0.02, -0.02, 0.02], [0.00, 0.01, 0.00], [-0.01, 0.01, -0.01], [0.00, -0.01, -0.01], [-0.02, 0.02, 0.00], [0.07, 0.00, -0.01], [-0.04, 0.04, -0.03], [-0.01, -0.02, 0.01], [0.00, 0.01, -0.01], [0.00, 0.00, 0.00], [0.00, 0.00, 0.00], [0.00, 0.03, 0.00], [-0.04, -0.07, -0.05], [0.12, -0.06, 0.07]]}

***

Number 1: calculated total energy -1282.1258 Ha. Number 2: calculated total energy -2203.6759 Ha. Number 3: calculated total energy -4613.4700 Ha. Number 4: calculated total energy -4069.7590 Ha.